Entry 1:
Below is C24H42As4F24HfN6 as an isolated structure, with properties calculated with the ωB97M-V functional and the def2-TZVPD basis.

Cartesian coordinates (Å):
Hf1 -0.161 -0.047 -0.308
As1 -1.086 2.391 -3.512
F1 0.621 2.879 -3.579
F2 -1.514 3.600 -2.302
F3 -2.739 1.733 -3.443
F4 -0.668 1.062 -4.614
F5 -0.658 1.250 -2.161
F6 -1.534 3.400 -4.949
As2 -4.313 0.063 -0.053
F7 -4.050 -1.663 0.284
F8 -4.112 0.493 1.710
F9 -4.545 1.788 -0.355
F10 -4.461 -0.287 -1.819
F11 -6.074 -0.174 0.150
F12 -2.448 0.162 -0.315
As3 1.929 -2.672 -2.724
F13 2.993 -3.862 -3.601
F14 0.470 -3.205 -3.557
F15 0.908 -1.421 -1.823
F16 3.401 -2.049 -1.819
F17 2.209 -1.440 -4.010
F18 1.612 -3.908 -1.433
As4 2.146 1.627 2.838
F19 3.611 1.515 1.793
F20 1.171 1.065 1.412
F21 0.534 1.737 3.723
F22 3.127 2.062 4.256
F23 1.912 3.340 2.357
F24 2.350 -0.078 3.214
C1 -3.808 1.440 4.769
C2 -2.478 0.768 5.203
C3 -2.162 -0.515 4.357
C4 -1.547 -0.322 3.019
N1 -1.094 -0.114 1.993
H1 -3.728 1.960 3.814
H2 -4.192 2.201 5.448
H3 -4.632 0.759 4.553
H4 -2.608 0.576 6.268
H5 -1.657 1.483 5.145
H6 -3.109 -1.042 4.237
H7 -1.507 -1.160 4.942
C5 -1.256 -1.953 -5.987
C6 -2.710 -1.409 -5.706
C7 -3.237 -1.779 -4.327
C8 -2.288 -1.423 -3.273
N2 -1.571 -1.078 -2.458
H8 -1.220 -1.966 -7.077
H9 -1.139 -2.998 -5.699
H10 -0.476 -1.344 -5.530
H11 -3.421 -1.859 -6.398
H12 -2.741 -0.326 -5.832
H13 -3.503 -2.834 -4.263
H14 -4.120 -1.147 -4.231
C9 -1.372 4.178 3.573
C10 -1.862 4.949 2.307
C11 -0.955 4.858 1.000
C12 -0.890 3.421 0.602
N3 -0.844 2.299 0.319
H15 -1.354 3.116 3.328
H16 -1.951 4.352 4.480
H17 -0.379 4.527 3.857
H18 -1.912 6.000 2.591
H19 -2.906 4.759 2.058
H20 0.061 5.204 1.194
H21 -1.311 5.411 0.131
C13 5.669 -0.710 0.189
C14 5.265 -1.571 1.416
C15 4.078 -2.498 1.156
C16 2.777 -1.862 0.863
N4 1.781 -1.405 0.598
H22 6.451 -0.078 0.610
H23 4.884 -0.064 -0.206
H24 6.129 -1.179 -0.681
H25 4.997 -0.965 2.281
H26 6.120 -2.163 1.744
H27 3.984 -3.202 1.983
H28 4.345 -2.986 0.219
C17 5.332 2.615 -0.935
C18 4.866 2.639 -2.451
C19 3.987 1.479 -2.838
C20 2.807 1.154 -1.957
N5 1.885 0.908 -1.290
H29 6.215 2.002 -0.751
H30 4.470 2.482 -0.282
H31 5.675 3.621 -0.691
H32 5.646 2.803 -3.194
H33 4.165 3.473 -2.463
H34 4.602 0.581 -2.897
H35 3.559 1.639 -3.827
C21 -2.532 -4.632 3.033
C22 -2.627 -5.082 1.589
C23 -1.398 -4.864 0.697
C24 -1.099 -3.467 0.429
N6 -0.911 -2.351 0.177
H36 -3.518 -4.621 3.497
H37 -2.147 -3.614 3.086
H38 -1.792 -5.156 3.639
H39 -3.399 -4.468 1.126
H40 -2.912 -6.134 1.576
H41 -1.582 -5.290 -0.290
H42 -0.522 -5.389 1.078

As for the total charge: -1. As for the spin multiplicity: 2. The value obtained for the LUMO energy (alpha / beta) is 2.04 / 2.04 eV. Its frontier orbital gap (alpha / beta) is 0.1833 / 0.3929 hartree.

---

Entry 2:
Below is C35H83AgF6N4O13 as an isolated structure, with properties calculated with the ωB97M-V functional and the def2-TZVPD basis.

Cartesian coordinates (Å):
Ag1 15.604 1.708 13.599
C1 18.124 3.007 14.411
O1 17.682 2.738 13.083
O2 17.664 1.940 15.117
C2 19.612 3.385 14.599
F1 19.996 4.490 13.948
F2 19.901 3.585 15.889
F3 20.440 2.383 14.178
C3 18.236 3.475 11.997
C4 17.531 3.083 10.728
H1 18.013 3.581 9.882
H2 17.691 2.005 10.675
H3 16.495 3.423 10.659
H4 19.280 3.215 11.798
H5 18.213 4.557 12.160
H6 17.615 3.924 14.750
C5 16.961 -6.694 15.103
O3 17.418 -5.855 13.979
O4 18.009 -7.378 15.491
C6 16.350 -5.659 16.092
F4 16.190 -6.156 17.333
F5 17.078 -4.525 16.198
F6 15.085 -5.217 15.717
C7 16.451 -5.444 13.028
C8 17.124 -4.565 11.956
H7 16.459 -4.409 11.097
H8 17.378 -3.559 12.301
H9 18.067 -4.953 11.567
H10 15.650 -4.862 13.492
H11 16.091 -6.342 12.515
H12 16.195 -7.377 14.684
C9 14.417 -1.640 11.978
C10 15.376 -0.558 11.477
C11 15.978 -0.861 10.103
O5 14.795 0.747 11.476
H13 13.730 -1.209 12.708
H14 14.977 -2.497 12.362
H15 13.732 -2.057 11.227
H16 16.156 -0.410 12.234
H17 15.215 -1.073 9.348
H18 16.517 -1.816 10.143
H19 16.714 -0.100 9.854
C12 16.779 -5.592 8.500
O6 15.672 -4.688 8.436
C13 14.708 -4.955 9.438
C14 13.366 -4.508 8.951
N1 13.037 -4.983 7.528
H20 12.100 -4.635 7.309
H21 13.574 -4.468 6.831
C15 12.860 -6.506 7.276
C16 11.635 -7.029 7.978
O7 11.790 -6.931 9.371
C17 10.859 -7.652 10.120
H22 16.488 -6.642 8.433
H23 17.229 -5.444 9.487
H24 17.549 -5.382 7.763
H25 14.990 -4.446 10.368
H26 14.763 -5.996 9.775
H27 13.333 -3.427 8.813
H28 12.560 -4.867 9.585
H29 13.839 -6.893 7.544
H30 12.707 -6.500 6.197
H31 11.538 -8.080 7.687
H32 10.716 -6.501 7.698
H33 10.993 -7.543 11.198
H34 10.945 -8.740 10.017
H35 9.812 -7.377 9.956
C18 11.633 -0.194 9.883
O8 10.679 0.774 10.293
C19 10.167 0.617 11.603
C20 11.179 0.881 12.710
N2 11.928 2.149 12.373
H36 12.763 2.193 12.951
H37 12.405 1.946 11.484
C21 11.221 3.473 12.268
C22 12.208 4.531 11.777
O9 13.493 4.308 12.298
C23 14.386 5.378 12.063
H38 11.803 -0.172 8.807
H39 11.236 -1.178 10.149
H40 12.597 0.027 10.357
H41 9.606 -0.321 11.592
H42 9.325 1.303 11.718
H43 11.950 0.118 12.830
H44 10.785 0.919 13.725
H45 10.759 3.760 13.210
H46 10.405 3.349 11.559
H47 11.878 5.546 12.030
H48 12.220 4.652 10.685
H49 15.257 5.317 12.712
H50 13.897 6.339 12.241
H51 14.758 5.382 11.032
C24 17.208 -1.828 7.393
O10 16.850 -0.473 7.205
C25 15.698 -0.376 6.396
C26 15.470 1.121 6.293
N3 15.453 1.804 7.622
H52 16.310 1.538 8.120
H53 15.567 2.806 7.466
C27 14.272 1.550 8.540
C28 13.032 2.384 8.214
O11 12.286 1.600 7.306
C29 11.059 2.228 6.937
H54 16.398 -2.419 7.823
H55 18.106 -1.976 7.989
H56 17.442 -2.315 6.438
H57 14.829 -0.910 6.794
H58 15.818 -0.802 5.397
H59 14.502 1.370 5.847
H60 16.127 1.627 5.586
H61 14.590 1.920 9.515
H62 14.050 0.491 8.506
H63 13.360 3.327 7.751
H64 12.397 2.621 9.072
H65 10.392 2.390 7.786
H66 10.635 1.558 6.192
H67 11.247 3.198 6.467
C30 15.343 -1.526 16.086
O12 16.261 -1.005 15.123
C31 17.094 -1.943 14.494
C32 18.403 -1.932 15.264
N4 19.046 -0.527 15.305
H68 18.375 0.260 15.184
H69 19.384 -0.474 16.263
C33 20.208 -0.262 14.379
C34 19.767 -0.119 12.927
O13 19.389 -1.379 12.422
C35 19.224 -1.408 11.029
H70 14.868 -0.698 16.612
H71 15.869 -2.153 16.804
H72 14.510 -2.018 15.579
H73 17.199 -1.714 13.435
H74 16.618 -2.915 14.637
H75 19.181 -2.626 14.949
H76 18.231 -2.215 16.302
H77 20.867 -1.130 14.410
H78 20.724 0.615 14.759
H79 20.635 0.331 12.434
H80 18.885 0.522 12.803
H81 18.513 -0.686 10.612
H82 18.856 -2.423 10.863
H83 20.167 -1.328 10.478

As for the total charge: +2. For the energy above the lowest of the compared OMol25 structures with the same formula, charge and spin, the calculation gives 0.0 kJ/mol. The value obtained for the LUMO energy is -5.13 eV. Its frontier orbital gap is 0.1253 hartree.

---

Entry 3:
Below is C35H39F4N4O2PbSTe as an isolated structure, with properties calculated with the ωB97M-V functional and the def2-TZVPD basis.

Cartesian coordinates (Å):
Pb1 -0.232 -1.352 0.142
C1 1.674 -4.564 -0.683
C2 0.187 -4.719 -0.967
N1 -0.660 -3.942 -0.053
C3 -0.597 -4.426 1.340
C4 -0.900 -5.905 1.571
C5 -2.033 -3.908 -0.574
C6 -2.995 -3.061 0.270
N2 -2.356 -1.869 0.824
C7 -2.970 -1.287 1.884
C8 -2.245 -0.455 2.764
F1 -0.921 -0.226 2.501
C9 -2.784 0.140 3.886
F2 -1.997 0.921 4.642
C10 -4.109 -0.048 4.231
C11 -4.861 -0.843 3.383
F3 -6.160 -1.035 3.645
C12 -4.326 -1.441 2.255
F4 -5.184 -2.152 1.485
H1 2.238 -5.123 -1.427
H2 1.957 -3.515 -0.737
H3 1.937 -4.944 0.300
H4 -0.008 -4.363 -1.983
H5 -0.089 -5.781 -0.934
H6 0.402 -4.203 1.719
H7 -1.302 -3.828 1.915
H8 -0.125 -6.544 1.158
H9 -0.941 -6.082 2.643
H10 -1.858 -6.192 1.145
H11 -1.969 -3.492 -1.583
H12 -2.462 -4.916 -0.661
H13 -3.854 -2.808 -0.365
H14 -3.382 -3.679 1.090
H15 -4.544 0.408 5.102
C13 4.769 -0.754 -0.020
C14 3.515 -0.035 0.399
O1 2.467 -0.283 -0.219
C15 3.570 0.895 1.509
C16 4.774 1.111 2.211
C17 4.832 1.931 3.310
C18 3.677 2.562 3.769
C19 2.491 2.391 3.097
C20 2.411 1.574 1.962
O2 1.196 1.435 1.443
H16 4.542 -1.413 -0.855
H17 5.148 -1.352 0.806
H18 5.539 -0.048 -0.326
H19 5.674 0.621 1.879
H20 5.765 2.081 3.829
H21 3.714 3.193 4.644
H22 1.585 2.873 3.428
C21 -0.545 7.888 0.635
C22 -0.282 6.441 0.359
C23 0.709 6.045 -0.529
C24 0.970 4.707 -0.786
C25 2.060 4.364 -1.763
C26 0.206 3.727 -0.139
Te1 0.729 1.647 -0.501
C27 -0.800 4.101 0.753
C28 -1.648 3.100 1.471
C29 -1.024 5.454 0.988
H23 0.090 8.527 0.026
H24 -0.353 8.111 1.684
H25 -1.587 8.131 0.432
H26 1.298 6.798 -1.032
H27 2.626 5.254 -2.029
H28 1.632 3.949 -2.677
H29 2.750 3.629 -1.341
H30 -1.347 2.084 1.212
H31 -2.696 3.242 1.210
H32 -1.553 3.228 2.549
H33 -1.799 5.741 1.684
N3 0.069 -0.622 -7.307
C30 -0.758 -1.363 -6.558
S1 -1.813 -2.440 -7.217
C31 -0.656 -1.278 -5.097
C32 -1.796 -1.432 -4.306
C33 -1.679 -1.411 -2.933
N4 -0.507 -1.275 -2.308
C34 0.588 -1.119 -3.052
C35 0.563 -1.101 -4.432
H34 -0.011 -0.684 -8.309
H35 0.660 0.091 -6.912
H36 -2.756 -1.577 -4.773
H37 -2.547 -1.502 -2.301
H38 1.518 -1.002 -2.512
H39 1.489 -0.999 -4.977

As for the total charge: +1. For the energy above the lowest of the compared OMol25 structures with the same formula, charge and spin, the calculation gives 31.2 kJ/mol. The value obtained for the LUMO energy is -3.35 eV. Its frontier orbital gap is 0.2451 hartree.

---

Entry 4:
Below is one molecule with the formula C4H8O, with properties calculated with the ωB97M-V functional and the def2-TZVPD basis.

Cartesian coordinates (Å):
C1 -1.405 -0.676 -0.095
C2 -0.199 0.223 -0.164
C3 1.193 -0.726 -0.187
C4 -0.051 1.527 0.482
O1 -0.004 1.364 -0.939
H1 -2.228 -0.442 0.610
H2 -1.791 -1.086 -1.035
H3 -0.549 -1.290 0.258
H4 2.009 -0.165 0.270
H5 1.444 -0.923 -1.235
H6 1.246 -1.737 0.302
H7 -0.873 2.160 0.825
H8 0.900 1.657 0.993

As for the SMILES: CC1(C)CO1. For the energy above the lowest of the compared OMol25 structures with the same formula, charge and spin, the calculation gives 290.4 kJ/mol. The value obtained for the LUMO energy is 1.03 eV. Its frontier orbital gap is 0.4109 hartree.

---

Entry 5:
Below is CH16NiO11 as an isolated structure, with properties calculated with the ωB97M-V functional and the def2-TZVPD basis.

Cartesian coordinates (Å):
Ni1 2.690 0.847 2.347
C1 0.822 0.129 0.689
O1 0.560 0.673 1.761
O2 0.066 0.031 -0.236
O3 2.065 0.117 0.508
O4 -1.549 -0.601 3.273
H1 -1.983 -0.927 2.485
H2 -0.755 -0.175 2.952
O5 -0.593 -1.262 -2.902
H3 -0.301 -0.647 -2.229
H4 0.172 -1.812 -3.072
O6 2.483 -1.264 -2.043
H5 3.412 -1.339 -2.261
H6 2.470 -0.802 -1.205
O7 -1.674 2.050 -1.521
H7 -2.503 1.692 -1.203
H8 -1.010 1.440 -1.199
O8 2.119 2.201 -1.546
H9 3.009 2.420 -1.272
H10 1.793 1.618 -0.861
O9 -0.018 -2.908 -0.005
H11 0.428 -2.072 -0.136
H12 -0.846 -2.816 -0.477
O10 -2.479 -1.096 0.719
H13 -2.620 -1.790 0.075
H14 -1.658 -0.683 0.450
O11 -1.288 2.684 2.170
H15 -2.148 2.303 2.349
H16 -0.667 1.989 2.388

As for the total charge: -1. As for the spin multiplicity: 4. For the energy above the lowest of the compared OMol25 structures with the same formula, charge and spin, the calculation gives 40.0 kJ/mol. The value obtained for the LUMO energy (alpha / beta) is 2.82 / 1.02 eV. Its frontier orbital gap (alpha / beta) is 0.2951 / 0.2938 hartree.

---

Entry 6:
Below is C24H29N5O3S2 as an isolated structure, with properties calculated with the ωB97M-V functional and the def2-TZVPD basis.

Cartesian coordinates (Å):
C1 0.842 2.294 -2.469
C2 2.108 1.904 -1.769
C3 2.221 0.690 -1.109
C4 3.409 0.294 -0.503
C5 4.521 1.144 -0.548
C6 4.393 2.369 -1.186
C7 3.210 2.749 -1.791
H1 3.144 3.703 -2.293
H2 5.247 3.030 -1.222
C8 5.837 0.746 0.050
H3 5.940 1.136 1.063
H4 5.922 -0.337 0.087
H5 6.655 1.149 -0.543
N1 3.566 -0.960 0.141
C9 2.850 -2.108 -0.380
H6 3.574 -2.921 -0.535
C10 1.755 -2.624 0.582
N2 1.146 -1.522 1.285
C11 -0.138 -1.116 1.249
O1 -0.473 -0.088 1.824
C12 -1.155 -1.923 0.442
C13 -1.104 -1.381 -0.996
C14 -2.298 -1.839 -1.827
N3 -3.548 -1.550 -1.177
S1 -4.298 -0.084 -1.441
O2 -5.707 -0.360 -1.465
O3 -3.703 0.495 -2.608
C15 -4.055 0.984 -0.005
C16 -5.133 1.182 0.815
C17 -5.056 1.984 1.968
C18 -3.885 2.593 2.331
C19 -2.760 2.407 1.515
N4 -1.527 2.886 1.709
S2 -0.584 2.365 0.538
N5 -1.670 1.555 -0.320
C20 -2.843 1.609 0.316
H7 -3.801 3.196 3.221
H8 -5.939 2.105 2.576
H9 -6.060 0.701 0.545
C21 -3.675 -2.136 0.131
C22 -2.541 -1.719 1.071
H10 -2.647 -0.667 1.334
H11 -2.606 -2.297 1.996
H12 -3.684 -3.226 0.013
H13 -4.642 -1.826 0.532
H14 -2.258 -2.921 -2.007
H15 -2.311 -1.317 -2.784
H16 -1.130 -0.290 -0.959
H17 -0.182 -1.699 -1.487
H18 -0.922 -2.992 0.452
C23 2.076 -0.726 2.080
C24 3.516 -0.917 1.585
H19 3.939 -1.850 1.969
H20 4.125 -0.091 1.948
H21 1.777 0.321 1.982
H22 1.988 -1.006 3.136
H23 1.015 -3.187 0.019
H24 2.203 -3.299 1.322
H25 2.426 -1.857 -1.352
H26 1.355 0.046 -1.066
H27 0.599 3.337 -2.271
H28 0.004 1.674 -2.165
H29 0.970 2.186 -3.546

For the energy above the lowest of the compared OMol25 structures with the same formula, charge and spin, the calculation gives 26.9 kJ/mol. The value obtained for the LUMO energy is -0.74 eV. Its frontier orbital gap is 0.2750 hartree.

---

Entry 7:
Below is a 2-piece molecular cluster, C5H11NO overall, with properties calculated with the ωB97M-V functional and the def2-TZVPD basis.

Cartesian coordinates (Å):
C1 0.507 -1.894 1.513
C2 0.993 -0.727 1.016
C3 1.626 -0.544 -0.287
N1 1.241 0.736 -0.871
C4 -0.146 0.666 -1.327
C5 -1.018 1.707 -1.456
H1 -0.174 -1.952 2.266
H2 0.803 -2.823 1.076
H3 0.636 0.192 1.481
H4 2.711 -0.594 -0.206
H5 1.571 -1.436 -1.018
H6 1.439 1.690 -0.271
H7 -0.552 -0.257 -1.694
H8 -0.850 2.761 -1.193
H9 -1.943 1.522 -1.932
O1 -2.557 0.255 0.835
H10 -2.504 0.167 1.690
H11 -1.785 0.531 0.379

As for the SMILES: C=CCNC=C.O. For the energy above the lowest of the compared OMol25 structures with the same formula, charge and spin, the calculation gives 355.3 kJ/mol. The value obtained for the LUMO energy is 1.01 eV. Its frontier orbital gap is 0.3538 hartree.